Record 1
C19H34BCl3OSn | ωB97M-V/def2-TZVPD

Computed properties:
total energy = -66377.745 eV
relative energy (zero: lowest compared OMol25 entry of this formula, charge and spin) = 0.0 kJ/mol
M = 514.4 g/mol

Geometry (Å):
Sn -7.514 -6.963 1.772
Cl -6.299 -5.154 -0.413
Cl -8.452 -3.895 1.509
Cl -6.633 -2.150 -0.178
O -5.758 -3.731 1.862
C -4.698 -3.954 4.005
C -9.114 -7.785 3.097
C -2.465 -4.630 4.672
C -7.558 -12.563 1.991
C -7.183 -10.146 1.172
C -10.032 -5.153 -0.949
C -5.945 -4.287 3.129
C -3.634 -2.962 5.950
C -4.697 -3.006 5.026
C -6.955 -11.159 2.287
C -3.509 -4.633 3.742
C -9.727 -8.476 5.437
C -8.620 -8.101 4.496
C -6.374 -8.816 1.326
C -9.302 -8.631 6.909
C -8.812 -7.188 0.060
C -2.551 -3.829 5.827
C -11.173 -4.138 -0.705
C -10.089 -6.387 -0.008
B -6.652 -3.676 0.775
H -9.544 -8.676 2.624
H -7.181 -12.939 1.027
H -12.116 -4.537 -1.116
H -8.667 -12.514 1.994
H -8.259 -9.943 1.162
H -3.487 -5.238 2.837
H -3.642 -2.239 6.770
H -8.852 -7.687 7.268
H -1.712 -3.807 6.520
H -11.293 -3.924 0.379
H -7.184 -13.290 2.730
H -7.875 -8.892 4.449
H -10.377 -6.002 0.963
H -9.087 -4.599 -0.831
H -5.918 -8.625 0.352
H -6.819 -3.838 3.569
H -7.013 -10.625 0.184
H -8.566 -9.443 7.018
H -10.985 -3.191 -1.251
H -7.368 -10.817 3.259
H -8.166 -6.967 -0.810
H -10.189 -8.879 7.528
H -5.869 -11.263 2.428
H -10.063 -5.497 -1.989
H -9.105 -8.242 0.052
H -9.897 -7.010 3.112
H -5.602 -8.917 2.099
H -1.583 -5.221 4.489
H -6.290 -5.261 3.135
H -10.507 -7.713 5.395
H -10.161 -9.419 5.108
H -8.089 -7.223 4.867
H -10.972 -6.973 -0.327
H -5.548 -2.330 5.173

Record 2
C19H34BrIO9 | ωB97M-V/def2-TZVPD

Computed properties:
total energy = -116821.671 eV
relative energy (zero: lowest compared OMol25 entry of this formula, charge and spin) = 0.0 kJ/mol
M = 613.3 g/mol

Geometry (Å):
I -4.958 -5.430 7.257
Br -3.530 -2.405 3.430
O 1.292 2.200 -4.649
O 3.910 1.203 -7.347
O 0.609 0.258 -0.400
O 1.697 -0.446 -6.090
O 2.861 1.388 1.316
O -6.716 -1.602 6.608
O -5.279 -0.352 5.409
O -7.608 -3.332 7.741
O -0.848 0.941 2.173
C 4.199 0.966 1.431
C 1.627 0.433 -7.197
C -6.710 -2.884 7.119
C -2.511 -1.688 7.474
C 2.332 0.036 -4.919
C 5.210 0.820 -7.726
C -3.395 -2.830 5.337
C 2.894 0.483 -8.019
C 0.465 -0.526 0.771
C -2.141 1.484 2.324
C -2.267 -2.012 5.998
C -4.729 -2.656 5.965
C 1.455 0.919 -4.064
C 2.504 1.771 0.002
C -5.530 -1.388 5.923
C -0.840 -0.303 1.497
C -5.421 -3.521 6.702
C 0.071 2.817 -4.318
C 1.022 1.602 -0.236
H 0.028 3.099 -3.259
H 0.445 2.112 0.539
H -1.576 -1.373 7.941
H 5.906 1.335 -7.066
H -2.025 2.484 2.738
H 4.330 0.572 2.437
H 3.057 1.172 -0.732
H 0.800 2.078 -1.194
H -2.656 1.556 1.360
H -2.131 -1.087 5.434
H 0.464 -1.561 0.421
H -1.666 -0.352 0.777
H -2.877 -2.555 8.031
H 1.309 -0.391 1.451
H 5.432 1.102 -8.762
H 3.273 0.541 -5.152
H -1.343 -2.587 5.901
H 1.327 1.438 -6.895
H 3.227 -0.540 -8.229
H 4.432 0.178 0.707
H 2.663 0.970 -8.977
H 1.929 1.023 -3.078
H -2.758 0.886 3.005
H 0.847 0.017 -7.840
H -0.780 2.161 -4.536
H -0.975 -1.117 2.222
H 2.759 2.828 -0.161
H 5.354 -0.261 -7.619
H 4.902 1.795 1.283
H -3.227 -0.870 7.589
H 0.482 0.436 -3.921
H 2.555 -0.857 -4.330
H -0.013 3.718 -4.922
H -3.158 -3.893 5.328

Record 3
C19H34I2NO10 | ωB97M-V/def2-TZVPD

Computed properties:
total energy = -58417.247 eV
charge = -1
M = 690.3 g/mol

Geometry (Å):
I 2.798 3.269 -1.081
I 0.884 5.163 3.347
O -0.424 -1.105 1.209
O 1.515 1.658 2.522
O 5.141 -3.492 -0.425
O -4.404 -3.265 -4.107
O -0.952 3.881 0.880
O -4.763 -2.836 -2.006
O -3.027 -4.194 -2.556
O 6.589 -5.042 -1.242
O -0.725 1.407 2.823
O 4.339 -5.170 -1.548
N -0.222 2.060 -0.411
C -4.415 -2.998 -0.631
C -0.743 -0.424 -0.023
C -3.645 -3.915 -5.124
C 1.291 -2.863 1.228
C 6.253 -2.786 0.124
C 3.338 5.371 1.274
C -3.131 5.858 1.738
C -0.297 -2.538 1.059
C 5.471 -4.611 -1.087
C -3.383 4.592 0.776
C 0.362 0.704 -0.449
C 0.198 1.936 2.133
C -3.488 5.475 3.258
C 4.539 -6.378 -2.277
C 1.939 4.596 1.549
C -2.293 3.411 1.051
C -3.968 -3.503 -2.858
C 0.037 2.835 0.821
C 1.462 3.611 0.623
H -4.494 -4.046 -0.335
H -4.085 -3.653 -6.087
H -0.743 -2.976 0.105
H -2.626 5.029 3.852
H -4.405 4.080 0.963
H 0.573 0.472 -1.566
H -2.617 2.541 0.393
H 1.663 -2.134 2.035
H 4.229 4.646 1.243
H 5.867 -1.903 0.634
H -2.011 6.112 1.629
H -3.693 -5.000 -5.006
H 6.932 -2.460 -0.667
H 3.562 -6.739 -2.599
H -3.311 4.831 -0.341
H 3.488 6.151 2.103
H -2.609 -3.571 -5.112
H 5.150 -6.196 -3.164
H 3.251 5.947 0.276
H -2.502 3.079 2.141
H 4.997 -7.141 -1.643
H -3.823 6.701 1.406
H -1.711 0.185 0.166
H -5.121 -2.418 -0.036
H 1.440 -3.960 1.497
H 1.774 -2.543 0.244
H -3.808 6.443 3.784
H 1.363 0.566 0.080
H -3.409 -2.616 -0.440
H -4.410 4.784 3.258
H -0.965 -1.094 -0.919
H -0.114 2.600 -1.273
H -0.887 -3.019 1.932
H 6.779 -3.404 0.855

Ordered Kohn-Sham gap results: 6.54, 7.90, 6.32; unit eV.